Below is a molecular structure, C28H37BaN2O2P in a non-equilibrium geometry, with properties calculated with ωB97M-V/def2-TZVPD.

Atoms and positions in Å:
C (0.724, 3.591, -3.488)
C (-0.584, 3.271, -3.213)
C (-0.872, 2.155, -2.509)
C (0.132, 1.342, -1.968)
C (1.521, 1.666, -2.242)
C (1.771, 2.832, -3.010)
C (-2.277, 1.656, -2.191)
C (-2.327, 0.273, -1.685)
N (-1.601, -1.184, -2.012)
Ba (-0.848, -0.977, 0.110)
C (2.686, 0.847, -1.795)
P (1.878, -0.836, -0.995)
H (-1.448, 3.821, -3.525)
H (2.803, 3.085, -3.217)
H (0.896, 4.453, -4.106)
H (3.326, 1.313, -1.042)
H (3.309, 0.500, -2.618)
H (-2.608, 2.216, -1.226)
H (-3.030, 1.917, -2.956)
H (-0.512, 0.671, -1.447)
C (3.399, -1.246, -0.047)
C (2.180, -1.703, -2.597)
H (-2.808, 0.051, -0.755)
C (-1.474, -1.026, -3.607)
C (-2.589, -2.304, -1.812)
H (1.125, -1.852, -1.557)
H (-2.040, -1.853, -4.207)
H (-1.989, -0.152, -3.849)
H (-0.569, -0.961, -4.053)
H (-2.969, -2.773, -2.825)
H (-2.465, -3.254, -1.281)
H (-3.498, -1.917, -1.418)
H (3.175, -1.562, -2.937)
H (1.977, -2.750, -2.298)
H (1.404, -1.369, -3.289)
H (4.337, -0.869, -0.493)
H (3.328, -0.856, 0.979)
H (3.442, -2.337, 0.002)
H (-2.096, -3.079, -0.403)
C (3.200, 0.982, 4.755)
C (2.233, -0.089, 4.296)
C (2.663, -1.333, 4.015)
C (1.885, -2.384, 3.528)
C (0.415, -2.106, 3.390)
C (-0.021, -0.837, 3.837)
N (-1.389, -0.618, 3.661)
C (-2.218, 0.244, 4.436)
C (-2.133, 0.307, 5.832)
C (-2.994, 1.212, 6.491)
C (-3.863, 2.019, 5.768)
C (-3.906, 1.962, 4.356)
C (-3.066, 1.036, 3.688)
C (-2.892, 0.846, 2.217)
O (-2.122, 1.647, 1.598)
O (-3.424, -0.234, 1.708)
C (0.840, 0.226, 4.136)
C (0.356, 1.641, 4.227)
H (3.326, 1.773, 4.006)
H (2.904, 1.448, 5.702)
H (4.183, 0.511, 4.904)
H (3.761, -1.562, 4.161)
H (2.223, -3.325, 3.271)
H (-0.220, -2.846, 3.040)
H (-1.925, -1.323, 3.179)
H (-1.434, -0.325, 6.377)
H (-2.971, 1.264, 7.585)
H (-4.534, 2.722, 6.284)
H (-4.558, 2.579, 3.753)
H (-0.356, 1.895, 3.427)
H (-0.140, 1.822, 5.184)
H (1.184, 2.351, 4.158)

E_LUMO (alpha / beta), eV: -0.71 / -0.76
HOMO (alpha / beta), eV: -6.06 / -6.08
Largest force on an atom, hartree/bohr: 0.1406
Gap between HOMO and LUMO (alpha / beta), eV: 5.35 / 5.32

***

Below is a molecular structure, C28H37BrClIN4O2S5SbSiV, with properties calculated with ωB97M-V/def2-TZVPD.

Atoms and positions in Å:
V (0.377, -0.302, 0.003)
Cl (1.882, 1.614, 6.794)
C (1.165, 1.139, 5.277)
C (0.128, 0.255, 5.290)
C (-0.433, -0.167, 4.086)
I (-1.965, -1.574, 4.118)
C (0.007, 0.267, 2.836)
O (-0.508, -0.236, 1.762)
C (1.045, 1.270, 2.855)
N (1.490, 1.873, 1.680)
C (2.538, 2.679, 1.657)
C (3.201, 3.036, 2.833)
C (2.751, 2.570, 4.024)
C (1.657, 1.670, 4.064)
H (-0.242, -0.135, 6.228)
H (2.872, 2.994, 0.679)
H (4.060, 3.686, 2.755)
H (3.227, 2.854, 4.951)
S (4.249, 1.707, -0.973)
Sb (3.420, -0.418, -1.285)
S (2.388, -1.117, 0.844)
S (1.142, -0.068, -2.208)
O (0.510, 4.154, 0.198)
S (0.687, 2.893, -0.572)
N (0.804, 1.632, 0.504)
C (0.973, -4.138, -2.393)
C (1.247, -5.074, -1.204)
C (2.568, -4.595, -0.585)
C (1.467, -6.504, -1.727)
Si (-0.193, -5.035, 0.060)
Br (-0.965, -2.899, 0.185)
C (-1.761, -5.983, -0.546)
C (-3.041, -5.556, 0.193)
C (-1.593, -7.500, -0.356)
C (-2.024, -5.700, -2.032)
C (0.323, -5.467, 1.854)
C (-0.899, -5.634, 2.768)
C (1.125, -6.778, 1.888)
C (1.173, -4.342, 2.467)
H (1.781, -4.260, -3.124)
H (0.979, -3.091, -2.083)
H (0.031, -4.340, -2.901)
H (3.327, -4.568, -1.375)
H (2.936, -5.262, 0.195)
H (2.490, -3.587, -0.175)
H (2.347, -6.504, -2.378)
H (0.628, -6.876, -2.316)
H (1.658, -7.217, -0.921)
H (-2.993, -5.715, 1.267)
H (-3.876, -6.152, -0.193)
H (-3.275, -4.506, 0.017)
H (-1.551, -7.774, 0.699)
H (-0.698, -7.892, -0.842)
H (-2.457, -8.014, -0.792)
H (-2.139, -4.630, -2.218)
H (-2.958, -6.192, -2.325)
H (-1.237, -6.078, -2.684)
H (-1.500, -6.508, 2.512)
H (-1.537, -4.748, 2.755)
H (-0.548, -5.767, 3.797)
H (0.568, -7.622, 1.474)
H (1.362, -7.021, 2.930)
H (2.070, -6.701, 1.351)
H (0.603, -3.416, 2.562)
H (2.070, -4.107, 1.900)
H (1.479, -4.649, 3.474)
N (-1.708, -1.275, -2.633)
C (-2.340, -0.463, -1.770)
N (-1.783, 0.147, -0.757)
C (-2.728, 0.936, -0.085)
C (-2.476, 1.815, 0.967)
C (-3.524, 2.532, 1.514)
C (-4.826, 2.400, 1.033)
C (-5.091, 1.557, -0.032)
C (-4.034, 0.845, -0.579)
S (-4.067, -0.227, -1.949)
H (-0.685, -1.202, -2.660)
H (-2.177, -1.507, -3.490)
H (-1.470, 1.941, 1.329)
H (-3.321, 3.215, 2.328)
H (-5.631, 2.970, 1.480)
H (-6.091, 1.461, -0.434)

E_LUMO (alpha / beta), eV: 1.86 / 1.66
HOMO (alpha / beta), eV: -4.02 / -4.11
Largest force on an atom, hartree/bohr: 0.0030
<S²>: 3.78
Gap between HOMO and LUMO (alpha / beta), eV: 5.89 / 5.77
2S+1: 4
Total charge: -1

***

Below is a molecular structure, C28H37ClN4P2Re in a non-equilibrium geometry, with properties calculated with ωB97M-V/def2-TZVPD.

Atoms and positions in Å:
Re (-1.724, 3.797, 0.486)
C (-1.282, 4.102, 2.519)
C (-0.082, 3.682, 1.823)
C (0.442, 2.264, 1.861)
C (-0.452, 1.220, 1.170)
C (-1.754, 1.705, 0.573)
C (-2.878, 2.207, 1.354)
C (-2.942, 2.215, 2.863)
C (-1.908, 3.139, 3.518)
C (-3.556, 4.651, 0.089)
H (-1.329, 5.160, 2.802)
H (0.678, 4.450, 1.691)
H (0.664, 1.975, 2.895)
H (1.424, 2.269, 1.366)
H (0.176, 0.804, 0.366)
H (-0.673, 0.378, 1.841)
H (-2.067, 1.164, -0.316)
H (-3.870, 2.156, 0.878)
H (-2.869, 1.187, 3.253)
H (-3.947, 2.585, 3.119)
H (-2.414, 3.726, 4.296)
H (-1.136, 2.544, 4.017)
H (-3.662, 5.638, 0.552)
H (-4.436, 4.052, 0.340)
H (-3.530, 4.790, -0.995)
P (-0.708, -1.514, -1.434)
P (2.339, -0.544, -0.465)
N (-1.934, -2.504, -0.622)
N (-0.934, -2.355, -3.046)
N (2.639, -1.353, 1.116)
N (4.041, -0.444, -0.995)
C (0.657, -2.672, -0.913)
C (2.036, -2.165, -1.315)
C (-3.237, -2.103, -0.311)
C (-3.963, -3.210, 0.104)
C (-3.112, -4.342, -0.003)
C (-1.881, -3.888, -0.436)
C (-1.340, -1.668, -4.193)
C (-1.311, -2.543, -5.278)
C (-0.893, -3.817, -4.783)
C (-0.692, -3.679, -3.417)
C (2.204, -0.841, 2.342)
C (2.386, -1.797, 3.333)
C (3.018, -2.916, 2.734)
C (3.111, -2.643, 1.368)
C (5.166, -1.141, -0.540)
C (6.277, -0.731, -1.270)
C (5.820, 0.214, -2.239)
C (4.450, 0.336, -2.087)
H (0.591, -3.665, -1.376)
H (0.607, -2.821, 0.178)
H (2.787, -2.938, -1.086)
H (2.128, -2.011, -2.398)
H (-3.492, -1.053, -0.381)
H (-4.988, -3.201, 0.448)
H (-3.346, -5.381, 0.206)
H (-0.967, -4.441, -0.569)
H (-1.618, -0.632, -4.108)
H (-1.569, -2.289, -6.289)
H (-0.763, -4.727, -5.353)
H (-0.406, -4.440, -2.700)
H (1.871, 0.187, 2.405)
H (2.092, -1.697, 4.367)
H (3.389, -3.807, 3.219)
H (3.494, -3.278, 0.598)
H (5.077, -1.863, 0.258)
H (7.297, -1.060, -1.116)
H (6.429, 0.752, -2.956)
H (3.707, 0.896, -2.639)
Cl (-0.769, 5.680, -1.654)
C (-0.949, 5.748, 0.091)
H (0.049, 5.953, 0.501)
H (-1.664, 6.544, 0.341)

E_LUMO (alpha / beta), eV: -7.32 / -9.21
HOMO (alpha / beta), eV: -12.30 / -12.30
Largest force on an atom, hartree/bohr: 0.0808
<S²>: 3.78
Gap between HOMO and LUMO (alpha / beta), eV: 4.98 / 3.09
2S+1: 4
Total charge: +2

***

Below is a molecular structure, C28H37KN8O2, with properties calculated with ωB97M-V/def2-TZVPD.

Atoms and positions in Å:
K (-0.444, 0.783, 0.038)
C (-2.802, -0.242, -2.000)
C (-1.473, -0.937, -1.941)
N (-1.205, -1.683, -0.954)
C (0.060, -2.388, -0.811)
C (0.917, -1.866, 0.366)
N (1.930, -0.883, -0.009)
C (3.285, -1.397, -0.153)
C (3.409, -2.359, -1.337)
N (2.865, -1.831, -2.578)
C (3.796, -1.240, -3.523)
C (4.429, 0.108, -3.153)
N (3.670, 1.320, -2.913)
C (2.444, 1.580, -3.060)
C (1.945, 2.956, -2.717)
C (1.355, 0.666, -3.566)
C (1.266, 0.302, -4.905)
C (0.240, -0.541, -5.297)
C (-0.668, -0.994, -4.353)
C (-0.517, -0.567, -3.042)
N (0.457, 0.262, -2.668)
H (-2.670, 0.817, -1.746)
H (-3.486, -0.692, -1.284)
H (-3.223, -0.286, -3.005)
H (0.659, -2.409, -1.725)
H (-0.212, -3.418, -0.565)
H (1.395, -2.747, 0.818)
H (0.259, -1.449, 1.134)
H (1.943, -0.087, 0.616)
H (3.626, -1.926, 0.753)
H (3.947, -0.544, -0.312)
H (2.883, -3.289, -1.093)
H (4.463, -2.619, -1.465)
H (2.143, -1.170, -2.327)
H (3.299, -1.160, -4.490)
H (4.621, -1.946, -3.655)
H (5.141, 0.363, -3.946)
H (5.041, -0.031, -2.256)
H (1.208, 2.916, -1.912)
H (1.460, 3.409, -3.586)
H (2.787, 3.569, -2.405)
H (1.993, 0.666, -5.618)
H (0.154, -0.848, -6.331)
H (-1.476, -1.659, -4.627)
N (0.268, 1.687, 2.783)
C (0.350, 3.157, 2.842)
C (-0.843, 3.796, 2.142)
C (-0.969, 3.247, 0.720)
O (0.079, 3.215, 0.031)
O (-2.070, 2.747, 0.378)
H (-0.587, 1.352, 3.218)
H (1.030, 1.278, 3.311)
H (1.254, 3.454, 2.311)
H (0.415, 3.528, 3.873)
H (-0.686, 4.875, 2.092)
H (-1.773, 3.600, 2.680)
C (-4.729, 1.972, 2.200)
C (-4.614, 1.804, 3.565)
C (-3.824, 0.771, 4.046)
C (-3.172, -0.050, 3.131)
N (-3.265, 0.117, 1.811)
C (-4.030, 1.108, 1.368)
C (-2.345, -1.183, 3.636)
C (-2.868, -2.023, 4.619)
C (-2.091, -3.060, 5.102)
C (-0.813, -3.226, 4.592)
C (-0.384, -2.348, 3.611)
N (-1.123, -1.351, 3.132)
H (-5.320, 2.772, 1.780)
H (-5.123, 2.468, 4.252)
H (-3.698, 0.610, 5.108)
H (-4.075, 1.236, 0.296)
H (-3.875, -1.868, 4.980)
H (-2.475, -3.731, 5.858)
H (-0.170, -4.020, 4.944)
H (0.610, -2.446, 3.187)

E_LUMO, eV: 0.37
HOMO, eV: -8.15
Largest force on an atom, hartree/bohr: 0.0085
Gap between HOMO and LUMO, eV: 8.52

***

Below is a molecular structure, C28H37N11Os, with properties calculated with ωB97M-V/def2-TZVPD.

Atoms and positions in Å:
Os (1.428, -0.557, 0.485)
C (-4.569, 1.053, 1.161)
C (-3.231, 0.979, 1.901)
C (-3.452, 0.905, 3.414)
C (-2.327, 2.143, 1.540)
C (-2.741, 3.402, 1.970)
C (-1.971, 4.530, 1.779)
C (-0.739, 4.410, 1.165)
C (-0.279, 3.184, 0.706)
C (1.112, 3.126, 0.113)
C (2.152, 3.193, 1.236)
C (1.364, 4.221, -0.923)
C (-1.093, 2.047, 0.864)
N (-0.616, 0.795, 0.339)
C (-1.405, -0.006, -0.258)
C (-0.911, -1.408, -0.605)
N (0.464, -1.335, -1.052)
C (0.911, -1.962, -2.232)
C (1.859, -1.247, -2.995)
C (2.297, -1.749, -4.212)
C (1.817, -2.946, -4.703)
C (0.961, -3.684, -3.911)
C (0.524, -3.260, -2.655)
C (-0.148, -4.365, -1.830)
C (-1.667, -4.317, -1.601)
C (0.650, -4.664, -0.555)
C (2.411, 0.113, -2.603)
C (1.380, 1.217, -2.842)
C (3.125, 0.196, -1.246)
H (-5.175, 0.176, 1.393)
H (-4.435, 1.098, 0.078)
H (-5.131, 1.942, 1.453)
H (-2.759, 0.043, 1.629)
H (-4.013, 1.762, 3.789)
H (-2.497, 0.867, 3.941)
H (-4.003, -0.003, 3.659)
H (-3.690, 3.487, 2.482)
H (-2.320, 5.496, 2.121)
H (-0.120, 5.288, 1.043)
H (1.209, 2.173, -0.402)
H (2.094, 4.158, 1.743)
H (3.166, 3.081, 0.845)
H (1.995, 2.412, 1.980)
H (1.355, 5.211, -0.467)
H (0.615, 4.205, -1.716)
H (2.350, 4.094, -1.375)
H (-2.445, 0.249, -0.454)
H (-1.581, -1.883, -1.315)
H (3.016, -1.177, -4.787)
H (2.140, -3.322, -5.664)
H (0.649, -4.663, -4.253)
H (-0.010, -5.244, -2.463)
H (-1.957, -3.797, -0.693)
H (-2.033, -5.340, -1.499)
H (-2.183, -3.874, -2.456)
H (0.796, -3.782, 0.063)
H (1.631, -5.066, -0.813)
H (0.127, -5.405, 0.052)
H (3.215, 0.290, -3.322)
H (0.495, 1.081, -2.219)
H (1.065, 1.190, -3.885)
H (1.798, 2.204, -2.644)
H (2.586, 0.690, -0.371)
H (3.905, 0.962, -1.283)
H (3.616, -0.734, -0.949)
N (0.419, -1.063, 3.698)
C (1.688, -0.528, 3.534)
N (2.482, -0.216, 4.530)
N (3.581, 0.300, 3.934)
N (3.484, 0.245, 2.658)
N (2.258, -0.247, 2.350)
C (-0.349, -1.523, 2.677)
N (-1.625, -1.796, 2.728)
N (-2.036, -2.124, 1.471)
N (-0.896, -2.186, 0.670)
N (0.203, -1.721, 1.443)
H (0.015, -1.022, 4.620)

E_LUMO (alpha / beta), eV: -0.13 / -1.70
HOMO (alpha / beta), eV: -6.63 / -8.52
Largest force on an atom, hartree/bohr: 0.0078
<S²>: 6.02
Gap between HOMO and LUMO (alpha / beta), eV: 6.50 / 6.82
2S+1: 5

***

Below is C28H37N3O in the gas phase in a non-equilibrium geometry, with properties calculated with ωB97M-V/def2-TZVPD.

Atoms and positions in Å:
C (-0.867, -2.207, -1.516)
C (0.435, -2.682, -0.894)
C (0.400, -4.123, -0.404)
N (0.742, -1.862, 0.301)
N (0.601, -2.494, 1.478)
N (0.914, -1.585, 2.413)
C (0.403, -1.939, 3.768)
C (0.967, -3.301, 4.121)
C (-1.110, -1.971, 3.710)
C (1.295, -0.425, 1.814)
C (1.794, 0.691, 2.714)
C (2.530, 1.728, 1.864)
C (2.815, 0.181, 3.739)
C (0.581, 1.358, 3.376)
C (1.014, -0.522, 0.439)
C (1.363, 0.367, -0.811)
H (-1.139, -2.787, -2.399)
H (-1.713, -2.259, -0.815)
H (-0.790, -1.168, -1.848)
H (1.304, -2.505, -1.543)
H (0.181, -4.796, -1.246)
H (1.391, -4.378, -0.011)
H (-0.352, -4.274, 0.383)
H (0.740, -1.190, 4.478)
H (0.512, -3.652, 5.052)
H (0.734, -4.029, 3.329)
H (2.053, -3.255, 4.283)
H (-1.525, -2.281, 4.672)
H (-1.517, -0.984, 3.453)
H (-1.430, -2.699, 2.948)
H (1.861, 2.257, 1.173)
H (3.024, 2.500, 2.475)
H (3.317, 1.235, 1.277)
H (2.381, -0.562, 4.398)
H (3.660, -0.294, 3.227)
H (3.159, 1.025, 4.353)
H (0.145, 0.681, 4.102)
H (0.851, 2.277, 3.911)
H (-0.174, 1.616, 2.622)
H (2.389, 0.736, -0.547)
H (1.392, -0.307, -1.652)
C (-5.893, 0.214, -2.392)
C (-4.917, 0.646, -3.284)
C (-3.627, 0.980, -2.862)
C (-3.280, 0.798, -1.505)
C (-1.883, 0.976, -1.010)
C (-0.816, 1.169, -1.936)
C (0.565, 1.467, -1.460)
C (1.356, 2.237, -2.591)
C (1.869, 3.545, -2.382)
C (2.499, 4.283, -3.418)
C (2.597, 3.753, -4.711)
C (2.037, 2.489, -4.970)
C (1.417, 1.761, -3.934)
O (-1.637, 0.999, 0.247)
C (-4.250, 0.372, -0.595)
C (-5.535, 0.074, -1.056)
H (-6.917, 0.045, -2.709)
H (-5.177, 0.808, -4.316)
H (-2.893, 1.377, -3.571)
H (-1.013, 1.184, -3.002)
H (0.519, 2.156, -0.622)
H (1.677, 4.070, -1.433)
H (2.950, 5.266, -3.197)
H (3.261, 4.223, -5.453)
H (2.148, 2.033, -5.959)
H (0.823, 0.879, -4.203)
H (-3.945, 0.277, 0.458)
H (-6.264, -0.199, -0.318)

E_LUMO, eV: 0.10
HOMO, eV: -5.79
Largest force on an atom, hartree/bohr: 0.0597
Gap between HOMO and LUMO, eV: 5.88